The following is a DFT calculation (the ωB97M-V functional and the def2-TZVPD basis) of the molecule CHFS2.

For the lowest unoccupied orbital energy (alpha / beta), the calculation gives -1.5 / -1.5 eV. The HOMO energy (alpha / beta) is -9.01 / -9.01 eV. As for the frontier orbital gap (alpha / beta): 7.5 / 7.5 eV. The energy relative to the best compared isomer or geometry (same formula, charge and spin) comes out at 140.9 kJ/mol.

Last column: Mulliken charge in e.
Cartesian coordinates (Å):
C1 -0.133 -0.476 0.517  0.052
F1 0.229 -1.201 1.692  -0.178
S1 0.909 0.573 -0.333  0.086
S2 0.156 1.553 -2.005  -0.281
H1 -1.161 -0.450 0.129  0.321



The following is a DFT calculation (the ωB97M-V functional and the def2-TZVPD basis) of CHHgO2 as an isolated structure.

The net charge is +1. For the lowest unoccupied orbital energy, the calculation gives -8.2 eV. The HOMO energy is -16.80 eV. As for the frontier orbital gap: 8.6 eV. The energy relative to the best compared isomer or geometry (same formula, charge and spin) comes out at 107.7 kJ/mol.

Last column: Mulliken charge in e.
Cartesian coordinates (Å):
H1 1.200 1.307 0.497  0.364
O1 -0.333 -0.113 0.851  -0.517
O2 0.622 0.453 -1.005  -0.499
C1 0.704 0.301 0.262  0.521
Hg1 -1.010 -0.669 -0.928  1.132



The following is a DFT calculation (the ωB97M-V functional and the def2-TZVPD basis) of a 2-piece molecular cluster, CHI3O overall.

For the lowest unoccupied orbital energy, the calculation gives -1.5 eV. The HOMO energy is -9.20 eV. As for the SMILES: O=CI.II. As for the frontier orbital gap: 7.7 eV. The energy relative to the best compared isomer or geometry (same formula, charge and spin) comes out at 28.7 kJ/mol.

Last column: Mulliken charge in e.
Cartesian coordinates (Å):
O1 -0.599 0.835 -0.224  -0.219
C1 -1.258 -0.097 -0.328  -0.034
I1 -1.002 -1.940 1.017  -0.066
H1 -2.169 -0.262 -1.043  0.350
I2 2.103 1.525 1.272  -0.015
I3 2.926 -0.061 -0.693  -0.016



The following E_tot values (in eV) correspond, in order, to the records above: -25438.7456, -9310.7797, -27402.1657.
The following largest force on an atom values (in eV/Å) correspond, in order, to the records above: 4.1, 7.9, 3.7.